# 1
The following is a DFT calculation (ωB97M-V with the def2-TZVPD basis set) of 7 unconnected molecules or ions with the total composition C58H125N7O7 at a distorted geometry.

```
197
Properties=species:S:1:pos:R:3:lowdin_charge:R:1
C -5.749 -1.249 -9.865 -0.0155
C -6.351 -1.872 -8.536 -0.4623
C -6.955 -3.241 -8.841 -0.1598
C -5.908 -4.370 -8.967 -0.1693
C -4.901 -4.391 -7.786 -0.1085
C -4.325 -3.001 -7.358 -0.5134
N -5.423 -1.990 -7.344 -0.1322
O -4.995 -0.746 -6.984 -0.0128
C -3.854 -3.208 -5.951 -0.0520
C -3.204 -2.600 -8.255 -0.0433
C -7.554 -1.054 -7.967 -0.0461
H -5.235 -2.036 -10.417 0.0606
H -5.046 -0.502 -9.493 0.0763
H -6.486 -0.796 -10.527 0.0803
H -7.558 -3.607 -8.010 0.1204
H -7.429 -3.123 -9.816 0.1205
H -5.431 -4.215 -9.935 0.0962
H -6.470 -5.291 -9.120 0.1050
H -4.128 -5.093 -8.100 0.1138
H -5.230 -4.882 -6.870 0.1035
H -2.842 -3.610 -6.003 0.0896
H -3.593 -2.269 -5.463 0.0797
H -4.513 -3.674 -5.219 0.0895
H -3.504 -2.328 -9.267 0.0663
H -2.726 -1.656 -7.993 0.0898
H -2.392 -3.318 -8.368 0.0904
H -8.512 -1.202 -8.466 0.0838
H -7.301 -0.005 -8.122 0.0759
H -7.729 -1.220 -6.905 0.0860
H -5.822 -0.479 -6.576 0.0875
C 11.141 -0.845 -1.126 -0.0446
C 9.783 -1.539 -0.982 -0.4876
C 10.089 -3.064 -0.938 -0.1693
C 8.932 -3.835 -0.374 -0.1825
C 8.682 -3.372 1.053 -0.1417
C 8.258 -1.921 1.136 -0.4954
N 9.178 -1.086 0.322 -0.1548
O 9.045 0.259 0.521 -0.0055
C 6.824 -1.624 0.576 -0.0073
C 8.404 -1.415 2.588 -0.0309
C 8.929 -1.359 -2.235 -0.0320
H 11.730 -1.161 -1.987 0.0851
H 11.710 -0.979 -0.206 0.0874
H 10.947 0.207 -1.330 0.0773
H 10.372 -3.578 -1.857 0.1213
H 11.012 -3.238 -0.386 0.1131
H 9.179 -4.897 -0.357 0.1139
H 8.131 -3.696 -1.100 0.1044
H 9.504 -3.565 1.742 0.1205
H 7.925 -3.995 1.530 0.1174
H 6.524 -0.631 0.912 0.0814
H 6.754 -1.833 -0.491 0.0623
H 6.185 -2.426 0.946 0.0759
H 9.475 -1.508 2.765 0.0842
H 8.096 -0.373 2.670 0.0778
H 7.906 -2.050 3.320 0.0871
H 8.044 -1.994 -2.263 0.0666
H 9.577 -1.557 -3.088 0.0867
H 8.692 -0.298 -2.159 0.0865
H 9.712 0.359 1.205 0.1027
C -7.286 3.025 6.573 -0.0354
C -6.198 2.254 7.435 -0.4480
C -6.819 2.366 8.845 -0.1402
C -6.205 1.371 9.877 -0.1807
C -6.288 -0.041 9.293 -0.1289
C -5.572 -0.225 7.891 -0.4766
N -6.085 0.853 7.000 -0.1417
O -5.738 0.762 5.660 0.0052
C -4.046 -0.210 8.109 -0.0401
C -6.052 -1.588 7.344 -0.0351
C -4.780 2.923 7.342 -0.0207
H -7.184 4.106 6.669 0.0755
H -8.339 2.772 6.699 0.0795
H -7.047 3.064 5.510 0.0680
H -6.640 3.344 9.293 0.1126
H -7.899 2.224 8.831 0.1115
H -6.775 1.372 10.806 0.1054
H -5.223 1.698 10.219 0.1034
H -7.298 -0.451 9.278 0.1182
H -5.702 -0.564 10.049 0.1115
H -3.679 -1.091 8.637 0.0810
H -3.386 -0.121 7.246 0.0823
H -3.869 0.640 8.767 0.0597
H -5.648 -1.817 6.358 0.0778
H -5.627 -2.244 8.104 0.0786
H -7.137 -1.671 7.274 0.0834
H -4.468 3.403 6.415 0.0790
H -3.962 2.254 7.609 0.0556
H -4.648 3.682 8.114 0.0781
H -4.879 1.190 5.627 0.0808
C -2.863 0.131 -0.254 -0.0298
C -1.514 0.174 0.531 -0.4747
C -0.367 -0.091 -0.454 -0.1416
C 1.020 0.198 0.123 -0.2176
C 1.107 1.603 0.508 -0.1702
C 0.066 1.982 1.558 -0.4266
N -1.302 1.526 1.116 -0.1120
O -2.304 2.009 1.939 -0.0147
C 0.480 1.526 3.042 -0.0193
C 0.129 3.534 1.633 -0.0648
C -1.550 -0.895 1.634 -0.0270
H -2.964 -0.843 -0.731 0.0798
H -3.029 0.841 -1.064 0.0732
H -3.726 0.271 0.398 0.0751
H -0.306 -1.169 -0.606 0.1091
H -0.511 0.089 -1.519 0.1209
H 1.759 -0.060 -0.635 0.1193
H 1.136 -0.519 0.935 0.1059
H 1.046 2.101 -0.460 0.1332
H 2.096 1.632 0.967 0.1281
H -0.307 1.632 3.788 0.0737
H 0.714 0.462 2.998 0.0498
H 1.320 2.024 3.527 0.0752
H -0.643 3.876 2.324 0.0679
H 1.038 4.103 1.824 0.0837
H -0.204 4.122 0.777 0.0702
H -0.592 -0.909 2.153 0.0503
H -1.554 -1.854 1.117 0.0845
H -2.246 -0.780 2.465 0.0894
H -2.667 2.764 1.471 0.1010
C 3.197 2.520 -7.433 -0.0198
C 3.357 3.539 -6.219 -0.4725
C 4.248 2.932 -5.128 -0.1279
C 4.974 3.949 -4.167 -0.1556
C 5.575 5.153 -4.896 -0.1236
C 4.637 5.811 -5.884 -0.5278
N 3.928 4.858 -6.718 -0.1302
O 3.104 5.452 -7.644 -0.0262
C 3.610 6.824 -5.250 -0.0250
C 5.441 6.642 -6.863 -0.0584
C 2.029 3.775 -5.547 -0.0508
H 2.523 2.909 -8.196 0.0735
H 2.971 1.495 -7.140 0.0769
H 4.203 2.400 -7.836 0.0718
H 3.655 2.230 -4.541 0.1113
H 4.975 2.253 -5.573 0.1067
H 5.709 3.418 -3.561 0.1032
H 4.356 4.264 -3.326 0.0992
H 6.557 4.939 -5.318 0.1240
H 5.558 5.923 -4.125 0.1172
H 3.149 6.382 -4.367 0.0655
H 4.049 7.745 -4.867 0.0785
H 2.785 7.070 -5.918 0.0781
H 4.837 7.304 -7.482 0.0833
H 6.191 7.233 -6.338 0.0867
H 6.036 5.999 -7.512 0.0880
H 2.170 4.231 -4.567 0.0773
H 1.553 2.810 -5.371 0.0844
H 1.406 4.350 -6.232 0.0853
H 3.605 5.547 -8.457 0.1068
C 3.326 -2.845 6.156 -0.0271
C 2.876 -4.305 6.396 -0.5021
C 2.699 -4.425 7.940 -0.1436
C 1.881 -5.595 8.443 -0.2042
C 0.511 -5.495 7.782 -0.1356
C 0.553 -5.424 6.191 -0.4157
N 1.574 -4.461 5.761 -0.1705
O 1.611 -4.279 4.423 -0.0010
C 0.746 -6.801 5.442 -0.0214
C -0.912 -4.895 5.824 -0.0363
C 3.938 -5.301 5.905 -0.0314
H 4.341 -2.803 6.550 0.0851
H 2.604 -2.171 6.615 0.0824
H 3.268 -2.659 5.083 0.0753
H 3.690 -4.674 8.320 0.1182
H 2.238 -3.517 8.327 0.1181
H 1.879 -5.603 9.533 0.1134
H 2.337 -6.536 8.137 0.1037
H 0.040 -4.661 8.302 0.1120
H -0.072 -6.318 8.196 0.1111
H 1.699 -7.290 5.645 0.0640
H -0.035 -7.509 5.718 0.0770
H 0.731 -6.623 4.367 0.0721
H -1.043 -4.967 4.744 0.0652
H -1.712 -5.380 6.382 0.0815
H -0.984 -3.808 5.845 0.0732
H 3.810 -6.320 6.269 0.0705
H 4.938 -5.038 6.249 0.0762
H 4.055 -5.322 4.821 0.0835
H 0.920 -3.619 4.334 0.1059
C -3.394 4.756 -2.763 -0.0530
C -4.651 5.310 -1.962 -0.3947
C -5.898 4.468 -2.237 -0.1993
O -6.131 4.476 -3.645 -0.2088
C -7.367 3.984 -4.093 -0.1085
N -4.354 5.323 -0.490 0.0320
H -3.322 3.688 -2.559 0.0612
H -2.447 5.136 -2.380 0.0668
H -3.579 4.825 -3.835 0.0706
H -4.691 6.297 -2.422 0.1251
H -6.795 4.922 -1.818 0.1118
H -5.871 3.476 -1.786 0.1276
H -7.530 2.917 -3.945 0.0841
H -7.402 4.115 -5.174 0.0884
H -8.093 4.603 -3.566 0.0852
H -3.542 5.874 -0.251 0.0618
H -5.183 5.798 -0.161 0.0582
```

Its energy above the lowest of the compared OMol25 structures with the same formula, charge and spin is 106.93 kcal per mole. As for the total energy: -86922.967 eV. The SMILES is CC1(C)CCCC(C)(C)N1O.CC1(C)CCCC(C)(C)N1O.CC1(C)CCCC(C)(C)N1O.CC1(C)CCCC(C)(C)N1O.CC1(C)CCCC(C)(C)N1O.CC1(C)CCCC(C)(C)N1O.COC[C@H](C)N. The LUMO energy is 0.33 eV. The HOMO energy comes out at -7.8 eV.

# 2
The following is a DFT calculation (ωB97M-V with the def2-TZVPD basis set) of 4 unconnected molecules or ions with the total composition C2H12NO3 at a distorted geometry.

```
18
Properties=species:S:1:pos:R:3:lowdin_charge:R:1
C 2.076 0.371 -0.069 -0.1348
C 3.019 -0.377 -0.625 0.0724
N 0.648 0.307 -0.442 0.1692
H 2.360 1.297 0.413 0.1203
H 4.020 0.032 -0.574 0.0817
H 2.830 -1.403 -0.919 0.0825
H 0.517 0.778 -1.361 0.1297
H 0.130 0.891 0.223 0.1105
H 0.209 -0.602 -0.554 0.1665
H -1.929 1.800 1.241 0.0540
H -1.801 0.494 2.147 0.0416
O -1.500 0.958 1.368 -0.0356
H -2.990 -2.169 2.457 0.0557
H -1.706 -2.976 2.478 0.0427
O -2.022 -2.070 2.372 -0.0681
H -1.506 0.257 -3.091 0.0656
H -1.354 1.651 -2.606 0.0789
O -1.000 0.760 -2.458 -0.0329
```

The charge is +1. Its energy above the lowest of the compared OMol25 structures with the same formula, charge and spin is 28.48 kcal per mole. As for the total energy: -9894.209 eV. The LUMO energy is -3.05 eV. The HOMO energy comes out at -14.6 eV.

# 3
The following is a DFT calculation (ωB97M-V with the def2-TZVPD basis set) of a molecular structure, C42H56N5NiOP3S3.

```
111
Properties=species:S:1:pos:R:3:lowdin_spin:R:1
Ni -0.141 -0.413 -0.481 1.5843
S 0.636 0.600 -2.368 0.0899
P -0.544 1.973 -1.293 0.0706
C 0.416 2.775 0.006 0.0005
P 1.498 2.012 1.071 0.0125
S 1.773 0.000 0.808 0.0849
C 1.073 2.205 2.844 0.0004
C 1.817 1.502 3.790 0.0017
C 1.524 1.601 5.139 0.0001
C 0.471 2.402 5.564 -0.0001
C -0.285 3.091 4.630 0.0000
C 0.012 2.994 3.277 -0.0001
C 3.206 2.668 0.984 0.0029
C 3.835 3.341 2.023 0.0018
C 5.115 3.856 1.851 -0.0001
C 5.768 3.701 0.638 0.0016
C 5.140 3.031 -0.406 -0.0001
C 3.866 2.519 -0.235 0.0023
C -0.675 3.350 -2.501 0.0344
C 0.460 4.059 -2.878 0.0047
C 0.358 5.091 -3.794 0.0016
C -0.876 5.420 -4.344 -0.0008
C -2.009 4.713 -3.976 0.0005
C -1.903 3.680 -3.053 0.0028
C 0.060 4.186 0.263 -0.0008
C 1.012 5.180 0.522 0.0004
C 0.645 6.490 0.782 -0.0002
C -0.689 6.874 0.761 0.0009
C -1.650 5.911 0.482 0.0001
C -1.281 4.597 0.251 0.0019
H 2.628 0.862 3.462 0.0018
H 2.113 1.048 5.860 0.0000
H 0.238 2.480 6.618 0.0000
H -1.114 3.709 4.950 0.0000
H -0.599 3.525 2.563 0.0000
H 3.328 3.479 2.969 0.0001
H 5.596 4.382 2.665 0.0000
H 6.763 4.105 0.503 0.0001
H 5.646 2.912 -1.355 0.0000
H 3.367 2.002 -1.048 0.0003
H 1.415 3.804 -2.432 0.0004
H 1.242 5.645 -4.081 0.0003
H -0.952 6.231 -5.057 -0.0001
H -2.973 4.966 -4.400 0.0001
H -2.789 3.127 -2.756 0.0012
H 2.066 4.934 0.506 0.0000
H 1.418 7.222 0.984 0.0000
H -0.973 7.901 0.948 0.0001
H -2.699 6.179 0.460 0.0000
H -2.058 3.857 0.086 0.0012
C -5.376 1.490 -1.333 0.0004
C -4.445 0.294 -1.445 0.0009
N -3.411 0.300 -0.419 0.0091
C -3.194 -0.501 0.614 0.0082
S -1.646 -0.495 1.386 0.0200
N -4.125 -1.323 1.132 0.0036
C -5.579 -1.232 1.059 0.0003
C -6.210 -2.416 0.345 0.0003
H -6.097 1.491 -2.151 0.0000
H -4.806 2.418 -1.383 0.0002
H -5.924 1.493 -0.390 0.0000
H -3.916 0.332 -2.402 0.0003
H -4.984 -0.651 -1.432 0.0001
H -2.590 0.886 -0.659 0.0056
H -3.749 -1.879 1.884 0.0001
H -5.851 -0.290 0.593 0.0000
H -5.951 -1.179 2.085 0.0000
H -5.830 -2.519 -0.672 0.0000
H -7.293 -2.300 0.299 0.0000
H -5.994 -3.346 0.872 0.0000
O -0.126 -2.347 -0.844 0.0389
P 0.618 -3.625 -0.595 0.0046
N 2.206 -3.416 -0.919 -0.0002
C 2.815 -2.307 -1.668 -0.0006
C 4.246 -2.309 -1.154 0.0000
C 4.539 -3.798 -0.993 0.0000
C 3.225 -4.363 -0.446 -0.0001
N 0.080 -4.877 -1.528 0.0040
C -1.322 -5.295 -1.375 0.0001
C -2.012 -4.725 -2.607 0.0000
C -0.964 -4.928 -3.702 0.0000
C 0.388 -4.800 -2.974 0.0002
N 0.401 -4.186 0.933 0.0004
C 0.726 -3.279 2.055 -0.0003
C 0.787 -4.207 3.264 0.0000
C 1.293 -5.519 2.674 0.0000
C 0.550 -5.593 1.344 0.0000
H 2.294 -1.373 -1.481 -0.0005
H 2.790 -2.509 -2.746 0.0000
H 4.283 -1.794 -0.192 0.0003
H 4.932 -1.809 -1.837 0.0000
H 5.378 -4.013 -0.332 0.0000
H 4.758 -4.240 -1.967 0.0000
H 3.234 -4.389 0.647 0.0000
H 3.031 -5.378 -0.807 0.0000
H -1.729 -4.921 -0.436 0.0001
H -1.377 -6.389 -1.362 0.0001
H -2.199 -3.661 -2.451 0.0000
H -2.957 -5.218 -2.830 0.0000
H -1.054 -4.199 -4.505 0.0000
H -1.064 -5.921 -4.144 0.0000
H 0.875 -3.853 -3.209 0.0001
H 1.073 -5.604 -3.252 0.0001
H -0.029 -2.502 2.152 -0.0002
H 1.689 -2.785 1.885 -0.0001
H -0.214 -4.345 3.679 0.0000
H 1.424 -3.808 4.052 0.0000
H 1.096 -6.386 3.303 0.0000
H 2.371 -5.463 2.506 0.0000
H -0.441 -6.037 1.493 0.0000
H 1.060 -6.180 0.582 0.0000
```

Its energy above the lowest of the compared OMol25 structures with the same formula, charge and spin is 14.26 kcal per mole. As for the total energy: -155381.380 eV. The LUMO energy (spin up / spin down) is 0.34 / 0.34 eV. The HOMO energy (spin up / spin down) comes out at -5.9 / -6.0 eV. The spin multiplicity is 3.

# 4
The following is a DFT calculation (ωB97M-V with the def2-TZVPD basis set) of a molecular structure, C36H39N2O6S2Yb at a distorted geometry.

```
86
Properties=species:S:1:pos:R:3:lowdin_spin:R:1
Yb -0.094 0.092 0.687 0.9970
S -4.330 2.671 1.402 -0.0001
C -4.691 1.530 0.188 0.0000
C -5.896 1.356 -0.463 0.0000
C -5.890 0.448 -1.527 0.0000
C -4.789 -0.324 -1.761 0.0000
C -3.607 -0.180 -1.105 0.0000
C -3.575 0.795 -0.092 0.0001
N -2.496 1.036 0.754 0.0005
C -2.720 2.025 1.562 0.0001
C -1.714 2.503 2.519 0.0003
C -1.997 3.418 3.520 0.0001
C -1.061 3.796 4.443 -0.0001
C 0.175 3.152 4.421 0.0001
C 0.457 2.141 3.453 0.0004
C -0.495 1.834 2.464 0.0019
H -6.830 1.958 -0.191 0.0000
H -6.847 0.342 -2.059 0.0000
H -4.849 -1.096 -2.523 0.0000
H -2.731 -0.783 -1.380 0.0000
H -2.933 3.901 3.561 0.0000
H -1.346 4.523 5.203 0.0000
H 0.941 3.322 5.148 0.0000
H 1.459 1.686 3.424 0.0001
C 3.429 -6.949 3.448 0.0000
C 3.350 -5.430 3.302 0.0000
C 2.618 -4.859 2.278 0.0000
C 2.416 -3.466 2.164 0.0000
C 2.971 -2.667 3.124 0.0000
C 3.654 -3.177 4.284 0.0000
C 3.827 -4.563 4.334 0.0000
S 2.490 -0.910 3.143 0.0001
O 1.309 -0.807 2.332 -0.0002
O 2.485 -0.441 4.489 0.0000
N 3.709 -0.117 2.401 0.0000
C 4.238 -0.475 1.097 0.0000
C 3.772 0.427 -0.041 0.0000
C 2.312 0.377 -0.315 -0.0002
O 1.688 1.452 0.090 -0.0002
O 1.679 -0.607 -0.797 0.0004
H 2.451 -7.354 3.712 0.0000
H 4.138 -7.276 4.244 0.0000
H 3.779 -7.435 2.485 0.0000
H 2.198 -5.512 1.559 0.0000
H 1.744 -3.020 1.403 0.0000
H 3.878 -2.498 5.092 0.0000
H 4.402 -5.032 5.096 0.0000
H 4.164 0.537 3.036 0.0000
H 3.926 -1.532 0.926 0.0000
H 5.341 -0.612 1.166 0.0000
H 4.339 0.095 -0.934 0.0000
H 4.056 1.458 0.174 0.0000
C -1.991 -3.773 1.474 -0.0001
C -1.569 -3.008 0.176 0.0000
C -0.650 -3.721 -0.819 0.0001
O -0.939 -1.801 0.594 -0.0002
H -2.249 -4.826 1.277 0.0000
H -2.868 -3.282 1.865 0.0000
H -1.350 -3.638 2.252 0.0000
H -2.498 -2.792 -0.368 0.0000
H 0.223 -4.107 -0.301 0.0000
H -0.388 -2.987 -1.588 0.0000
H -1.135 -4.577 -1.254 0.0000
C -0.514 5.526 -6.143 0.0000
C -0.495 4.303 -5.294 0.0000
C -1.142 4.311 -4.074 0.0000
C -1.093 3.268 -3.176 0.0000
C -1.649 3.410 -1.814 0.0000
C -0.412 2.142 -3.601 0.0000
C -0.160 1.028 -2.651 0.0000
O -0.660 0.965 -1.520 -0.0003
C 0.104 2.018 -4.923 0.0000
C 0.870 0.777 -5.465 0.0000
C 0.085 3.124 -5.750 0.0000
H 0.060 6.318 -5.666 0.0000
H -1.545 5.903 -6.315 0.0000
H -0.166 5.181 -7.118 0.0000
H -1.518 5.277 -3.747 0.0000
H -1.929 4.440 -1.664 0.0000
H -0.865 3.238 -1.078 0.0000
H -2.549 2.777 -1.731 0.0000
H 0.464 0.219 -2.950 0.0000
H 1.764 0.630 -4.788 0.0000
H 1.402 0.959 -6.432 0.0000
H 0.300 -0.132 -5.638 0.0000
H 0.557 3.071 -6.710 0.0000
```

Its energy above the lowest of the compared OMol25 structures with the same formula, charge and spin is 0.00 kcal per mole. As for the total energy: -106432.898 eV. The LUMO energy (spin up / spin down) is -0.19 / -0.19 eV. The HOMO energy (spin up / spin down) comes out at -7.6 / -7.6 eV. The spin multiplicity is 2.

Which formula does entry 4 have?
C36H39N2O6S2Yb